(1)
Entry from OMol25: 7 unconnected molecules or ions with the total composition C20H58Br2O24P6 at a distorted geometry (ωB97M-V/def2-TZVPD).

- E_LUMO: 0.0141 hartree
- Multiplicity: 1
- HOMO: -0.3524 Ha
- Kohn-Sham gap: 10.0 eV
- SMILES string: COP(=O)(OC)OC.COP(=O)(OC)OC.COP(=O)(OC)OC.COP(=O)(OC)OC.COP(=O)(OC)OC.COP(=O)(OC)OC.BrCCBr

Each line ends with the Mulliken charge.
Cartesian coordinates (Å):
C 1.41641 2.02603 -5.76394  -0.37
O 0.75517 3.22452 -6.12284  -0.33
P -0.15705 4.04677 -5.06460  0.56
O -0.88233 5.19316 -5.64128  -0.73
O -1.11968 2.88035 -4.44575  0.18
C -2.37712 2.76387 -5.12374  -0.52
O 0.90006 4.19083 -3.88396  -0.29
C 0.60706 4.65108 -2.57736  -0.57
H 2.40517 2.46673 -5.54345  0.26
H 1.51929 1.32509 -6.59847  0.25
H 1.04773 1.61285 -4.86209  0.09
H -2.97458 3.61366 -4.91005  0.30
H -2.78751 1.86601 -4.76921  0.03
H -2.22726 2.61194 -6.20100  0.36
H -0.36207 4.25479 -2.21430  0.10
H 0.50152 5.71166 -2.47647  0.40
H 1.45764 4.38771 -1.88802  0.30
C 2.67319 -0.27182 1.91760  -0.41
O 2.55806 -0.74649 3.26138  0.13
P 3.72558 -0.90309 4.32828  0.67
O 5.05615 -1.22452 3.81205  -0.74
O 3.66373 0.47727 5.15079  -0.30
C 4.92855 1.19786 5.50867  -0.72
O 3.10491 -1.88482 5.48387  -0.37
C 3.01827 -3.29644 5.26785  -0.22
H 2.33886 0.73011 1.96795  0.24
H 2.06268 -0.91305 1.29562  -0.30
H 3.66884 -0.40848 1.55558  0.66
H 4.61898 2.19183 5.35477  0.20
H 5.72045 0.91493 4.84950  0.37
H 5.10956 1.05694 6.55759  0.26
H 2.50280 -3.50306 4.31422  -0.04
H 2.44601 -3.63641 6.11910  0.23
H 4.00613 -3.73057 5.33296  0.21
C -5.38056 -3.14922 -5.60280  -0.63
O -4.40021 -1.97479 -5.44414  -0.44
P -4.79013 -1.08286 -4.12683  0.94
O -3.81635 -0.07785 -3.79745  -0.34
O -6.15297 -0.39837 -4.66400  -0.34
C -7.27835 0.01516 -3.83733  -0.59
O -5.31809 -2.16011 -3.02489  -0.39
C -4.31955 -2.32615 -1.99444  -0.33
H -4.88137 -3.78617 -6.31765  0.25
H -6.30674 -2.67403 -5.94774  0.28
H -5.63421 -3.64459 -4.67671  0.30
H -7.61611 -0.77959 -3.11822  0.27
H -8.09256 0.32745 -4.50789  0.26
H -6.96158 0.89537 -3.24717  0.25
H -4.87565 -2.36325 -1.06718  0.32
H -3.53082 -1.58396 -1.97616  -0.06
H -3.76412 -3.29908 -2.10292  0.22
C -1.81363 0.74751 2.88297  -0.91
O -0.92627 0.37388 1.80278  0.85
P -1.74381 -0.13172 0.51949  0.27
O -2.61486 -1.27830 0.72290  -0.82
O -2.41885 1.24351 0.03050  0.18
C -3.75375 1.31699 -0.58293  -0.73
O -0.61821 -0.35949 -0.57617  -0.30
C 0.37165 0.70615 -0.87114  0.16
H -2.86251 0.70982 2.67886  0.34
H -1.52899 1.69443 3.33101  0.12
H -1.57223 0.04932 3.67612  0.29
H -4.25074 0.38083 -0.42971  0.30
H -3.58396 1.57345 -1.61825  0.22
H -4.25907 2.21116 -0.14126  0.23
H 1.38114 0.45386 -0.51899  0.26
H 0.12068 1.70557 -0.56832  -0.26
H 0.47194 0.71585 -1.97355  0.06
C 0.30355 -3.03750 2.41601  -0.89
O 1.44444 -3.24347 1.57945  1.11
P 1.54941 -4.49844 0.54516  0.26
O 2.72877 -4.45527 -0.33255  -0.66
O 1.50150 -5.74927 1.58303  -0.37
C 1.77017 -7.03546 1.05232  -0.71
O 0.14857 -4.67705 -0.17625  -0.41
C -0.32840 -3.68578 -1.09937  -0.52
H 0.61590 -2.25899 3.05331  0.15
H 0.10282 -3.95462 2.99849  0.34
H -0.51603 -2.62704 1.78923  0.13
H 1.53636 -7.07604 -0.03079  0.31
H 1.22799 -7.75884 1.64912  0.24
H 2.84991 -7.18401 1.15398  0.24
H 0.47900 -3.43557 -1.76506  0.35
H -0.67098 -2.77898 -0.51745  0.12
H -1.16711 -4.00783 -1.66351  0.23
C 1.31674 2.96369 4.73903  -0.65
O 0.17197 3.47442 4.04161  -0.44
P 0.42017 3.94667 2.51916  1.42
O 1.24395 3.04276 1.63169  -0.67
O -1.04400 4.26407 1.93847  -0.39
C -1.11706 4.48437 0.54935  -0.37
O 1.10911 5.40411 2.66721  -0.38
C 0.48441 6.50230 3.20715  -0.72
H 1.90170 2.31176 4.09680  0.14
H 1.00519 2.45671 5.63649  0.32
H 1.96090 3.86549 4.87766  0.33
H -0.87746 3.52303 0.03540  -0.35
H -0.37969 5.23932 0.23151  0.45
H -2.14080 4.87472 0.33905  0.37
H 0.80832 6.70769 4.22964  0.27
H -0.58862 6.27953 3.27718  0.31
H 0.65202 7.38049 2.58891  0.25
Br 5.63824 -4.49134 2.48976  -0.16
C 5.61886 -3.01820 1.24114  0.05
C 5.54963 -3.50929 -0.19556  -0.36
Br 6.10917 -2.09159 -1.49891  -0.20
H 6.59155 -2.55457 1.49669  0.48
H 4.83214 -2.30631 1.50155  -0.40
H 4.60366 -3.96402 -0.47036  0.23
H 6.34964 -4.24972 -0.30786  0.41

=====

(2)
Entry from OMol25: a molecular structure, C35H26Cl3N6OPdS2 at a distorted geometry (ωB97M-V/def2-TZVPD).

- E_LUMO (alpha / beta): 0.0538 / 0.0538 hartree
- Multiplicity: 1
- Relative energy (zero: lowest compared OMol25 entry of this formula, charge and spin): 3.1451 eV
- HOMO (alpha / beta): -0.0733 / -0.0733 Ha
- Kohn-Sham gap (alpha / beta): 3.5 / 3.5 eV
- Charge: -1

Each line ends with the Mulliken charge.
Cartesian coordinates (Å):
Pd 0.09870 0.12790 -0.25250  0.07
C 8.79210 0.18410 10.53020  -0.83
O 9.06800 0.16910 9.15250  -0.46
C 8.01750 0.12620 8.27530  0.93
C 6.67310 0.07710 8.63660  -0.39
C 5.69520 0.05640 7.66340  -0.84
C 6.02340 0.09540 6.30580  0.22
C 7.37960 0.10890 5.95500  -0.58
C 8.35630 0.13020 6.92100  -0.63
C 4.98400 0.12700 5.31130  0.32
N 3.69830 -0.06460 5.53830  -0.84
C 3.08640 -0.00780 4.32830  0.67
C 4.03040 0.26170 3.33030  0.16
N 5.22840 0.35580 3.97980  -0.09
C 3.72090 0.41790 1.96220  0.42
C 4.61620 0.86490 0.97900  -0.45
C 4.13850 1.05880 -0.30930  -1.23
C 2.82330 0.73870 -0.59380  -0.92
N 1.97150 0.25580 0.31950  0.30
C 2.37790 0.13640 1.60350  0.60
C 1.39650 -0.19660 2.60210  -0.29
N 0.14380 -0.44410 2.16950  0.41
C -0.81720 -0.62580 3.04530  -0.40
C -0.61140 -0.54400 4.42560  -1.03
C 0.66910 -0.35460 4.89930  -0.58
C 1.71600 -0.20090 3.98590  0.36
H 9.76160 0.22340 11.02790  0.24
H 8.25320 -0.71800 10.83740  0.33
H 8.20820 1.06330 10.82530  0.34
H 6.38110 0.06260 9.67490  0.38
H 4.65220 0.01620 7.93010  0.47
H 7.67830 0.08980 4.91740  0.25
H 9.40190 0.15630 6.65370  0.42
H 6.12380 0.48570 3.54300  0.20
H 5.63860 1.10690 1.23000  0.42
H 4.78240 1.44600 -1.08550  0.45
H 2.42160 0.89480 -1.59650  0.58
H -1.79940 -0.82570 2.63400  0.47
H -1.45190 -0.62630 5.09810  0.45
H 0.89070 -0.31260 5.95500  0.57
S -0.00940 2.31020 1.01010  -0.21
C -0.03390 3.75110 0.22210  0.23
N 0.79080 4.79620 0.56540  -0.27
C 0.27270 6.09510 0.20370  -0.63
C -0.38350 5.88980 -1.15220  -0.52
S -1.13620 4.22070 -1.06150  -0.03
H 1.23860 4.69680 1.46680  0.28
H 1.08670 6.82220 0.15170  0.32
H -0.46570 6.44090 0.94220  0.29
H 0.35210 5.87900 -1.95570  0.28
H -1.16450 6.61450 -1.35950  0.38
Cl -4.52530 -1.97940 0.33240  -0.72
C -4.09110 0.45140 -0.39240  0.16
Cl -4.49640 1.24160 1.09390  -0.23
Cl -5.29900 0.51900 -1.62150  -0.22
C -2.79000 0.48360 -0.73430  0.16
N -1.64320 0.43190 -0.99410  -0.66
C 3.31910 -4.53810 -0.71420  -0.51
C 3.40420 -3.24820 -1.25810  -0.66
C 2.33030 -2.40610 -1.20260  -0.27
C 1.12470 -2.78360 -0.57170  1.00
C 0.03180 -1.89290 -0.39940  -0.16
C -1.12870 -2.37600 0.15710  0.04
C -1.25600 -3.71740 0.55240  -0.74
C -0.19630 -4.57380 0.45920  -1.00
C 1.01940 -4.12670 -0.09430  0.94
C 2.14460 -4.97270 -0.17430  -0.73
H 4.18210 -5.18690 -0.73860  0.39
H 4.32720 -2.93590 -1.72620  0.38
H 2.37610 -1.42950 -1.67020  0.42
H -2.00150 -1.74870 0.29780  -0.34
H -2.20300 -4.05130 0.95070  0.45
H -0.27050 -5.59280 0.82110  0.32
H 2.06510 -5.98320 0.20780  0.36

=====

Number 1: DFT total energy -266651.3130 eV. Number 2: DFT total energy -110422.8867 eV.